# C43H107N14O22

A cluster of 18 separate species, C43H107N14O22 in total (ωB97M-V/def2-TZVPD, the OMol25 dataset).

```
186
Properties=species:S:1:pos:R:3
C 0.889 -1.844 2.161
C 0.227 -1.481 0.824
C -0.345 -2.803 0.264
C -1.429 -2.659 -0.791
C -2.619 -1.817 -0.278
C -2.255 -0.464 0.213
N -1.009 -0.547 1.135
O -0.703 0.629 1.869
C -3.467 0.077 1.125
C -1.891 0.489 -0.936
C 1.122 -0.833 -0.241
H 1.563 -2.700 2.177
H 0.103 -2.227 2.813
H 1.311 -1.048 2.776
H -0.708 -3.511 1.009
H 0.543 -3.334 -0.079
H -1.854 -3.639 -1.005
H -1.097 -2.207 -1.726
H -3.017 -2.388 0.561
H -3.397 -1.723 -1.036
H -3.254 1.047 1.574
H -3.711 -0.648 1.901
H -4.338 0.230 0.488
H -1.362 1.387 -0.617
H -2.814 0.698 -1.478
H -1.287 -0.044 -1.670
H 0.671 -1.088 -1.199
H 2.068 -1.373 -0.206
H 1.315 0.239 -0.199
C 0.195 9.058 -4.995
C 0.708 10.256 -4.101
O -0.431 10.862 -3.508
O -0.380 7.986 -4.227
H 1.033 8.645 -5.557
H -0.515 9.522 -5.679
H 1.165 11.059 -4.680
H 1.388 9.891 -3.331
H -0.937 11.390 -4.131
H -1.186 8.336 -3.842
C 0.164 9.045 2.819
C -1.084 8.290 2.069
O -2.295 8.609 2.704
O 0.190 10.313 2.307
H 1.071 8.502 2.552
H 0.157 9.036 3.909
H -0.970 7.206 2.050
H -1.157 8.594 1.025
H -2.330 7.980 3.428
H 0.017 10.266 1.364
C 9.554 0.808 2.127
C 9.491 1.085 0.590
O 10.684 1.733 0.202
O 9.381 1.964 2.872
H 10.532 0.428 2.420
H 8.858 0.024 2.425
H 8.611 1.659 0.300
H 9.452 0.131 0.065
H 10.641 2.048 -0.704
H 10.024 2.638 2.641
C 4.546 4.163 6.960
C 5.346 5.511 7.103
O 5.914 5.571 8.424
O 5.324 3.021 6.612
H 3.772 4.331 6.211
H 4.101 3.925 7.926
H 4.742 6.386 6.863
H 6.033 5.453 6.258
H 6.172 4.674 8.646
H 5.907 3.281 5.895
O 5.326 5.595 0.622
C 5.795 6.288 -0.316
N 5.143 6.322 -1.465
C 6.989 7.157 -0.121
H 4.292 5.778 -1.446
H 5.439 6.817 -2.294
H 6.916 7.736 0.800
H 7.132 7.951 -0.855
H 7.816 6.451 -0.041
O -10.289 -1.192 5.084
C -10.627 -1.279 3.883
N -10.936 -0.198 3.140
C -10.553 -2.591 3.122
H -11.188 -0.405 2.184
H -11.016 0.738 3.510
H -10.527 -2.377 2.054
H -11.384 -3.285 3.247
H -9.640 -3.039 3.514
O -1.341 2.247 -8.963
C -1.897 3.326 -8.931
N -1.340 4.439 -9.367
C -3.345 3.506 -8.534
H -1.806 5.334 -9.404
H -0.456 4.257 -9.821
H -3.495 4.565 -8.323
H -3.564 2.903 -7.653
H -3.942 3.186 -9.388
O -8.433 -5.864 -2.710
C -9.234 -6.517 -3.396
N -10.427 -5.956 -3.681
C -9.064 -7.996 -3.789
H -10.995 -6.428 -4.370
H -10.609 -4.998 -3.419
H -9.954 -8.268 -4.356
H -9.061 -8.647 -2.915
H -8.172 -8.241 -4.366
O 7.221 2.459 -8.506
C 6.230 1.780 -8.610
N 5.995 1.024 -9.656
C 5.241 1.708 -7.443
H 6.563 1.069 -10.490
H 5.118 0.526 -9.710
H 5.131 2.626 -6.866
H 5.481 0.930 -6.718
H 4.245 1.409 -7.769
O 0.753 -7.755 -5.522
C 1.872 -7.496 -5.041
N 2.652 -6.490 -5.369
C 2.526 -8.355 -4.019
H 2.390 -5.948 -6.180
H 3.490 -6.167 -4.907
H 3.318 -7.834 -3.482
H 2.887 -9.256 -4.514
H 1.794 -8.598 -3.248
O -6.071 5.164 6.489
C -7.002 4.383 6.654
N -6.718 3.152 7.025
C -8.462 4.764 6.459
H -7.380 2.390 7.014
H -5.735 2.973 7.175
H -9.202 3.982 6.633
H -8.511 5.054 5.410
H -8.595 5.641 7.092
O 9.756 -4.470 6.057
C 9.250 -4.798 7.154
N 10.101 -5.114 8.116
C 7.758 -4.969 7.325
H 9.805 -5.188 9.079
H 11.094 -5.118 7.934
H 7.304 -5.231 6.369
H 7.231 -4.051 7.584
H 7.447 -5.725 8.047
O 7.572 -4.809 -2.192
C 8.461 -5.370 -1.536
N 9.673 -5.525 -1.981
C 8.046 -6.069 -0.227
H 9.913 -5.070 -2.851
H 10.361 -5.764 -1.281
H 8.267 -5.352 0.564
H 8.667 -6.958 -0.124
H 6.991 -6.335 -0.161
O -3.386 -2.976 6.727
C -3.791 -3.819 7.479
N -4.141 -3.569 8.761
C -4.018 -5.217 6.933
H -4.747 -4.181 9.289
H -4.120 -2.650 9.180
H -4.093 -5.990 7.697
H -3.275 -5.509 6.190
H -5.005 -5.226 6.471
O 2.542 -9.158 3.181
C 2.903 -9.766 4.181
N 2.498 -9.320 5.378
C 3.774 -10.992 4.070
H 2.571 -9.839 6.241
H 1.949 -8.473 5.406
H 4.699 -10.697 3.573
H 3.320 -11.755 3.436
H 3.924 -11.446 5.049
O -6.573 6.385 -2.580
C -7.744 6.397 -2.329
N -8.209 6.844 -1.125
C -8.649 5.801 -3.430
H -7.487 7.238 -0.539
H -9.181 7.107 -1.042
H -9.592 5.450 -3.012
H -8.212 4.926 -3.912
H -8.743 6.591 -4.175
O -6.438 -4.488 -8.969
C -5.399 -4.612 -8.300
N -5.093 -5.865 -7.897
C -4.654 -3.475 -7.723
H -5.609 -6.591 -8.373
H -4.161 -5.969 -7.522
H -4.885 -2.625 -8.365
H -3.595 -3.729 -7.709
H -5.004 -3.435 -6.691
```

Properties
**Kohn-Sham gap**: 3.595 eV
**LUMO**: -6.9 eV
**Maximum force**: 9.65 eV/Å
**Spin multiplicity**: 1
**Charge**: +1
**Electronic energy**: -112223.892 eV



# C43H109BF2IN2O22

A cluster of 15 separate species, C43H109BF2IN2O22 in total (ωB97M-V/def2-TZVPD, the OMol25 dataset).

```
180
Properties=species:S:1:pos:R:3
C 2.540 1.052 -0.180
C 1.261 0.047 -0.092
O 1.227 -0.799 1.144
C -0.217 0.790 -0.344
O -0.263 2.062 0.274
C -0.806 3.209 -0.451
C 0.054 3.762 -1.701
C 0.236 2.825 -3.026
O 1.244 1.908 -2.991
I -0.876 2.894 -4.904
C -0.627 4.360 0.770
B 0.851 4.318 1.505
O 1.905 5.219 0.989
O 1.134 3.453 2.673
C -1.164 5.842 0.348
F -0.991 6.817 1.475
C -2.810 5.572 0.212
N -3.140 4.481 -0.795
C -2.977 5.213 -2.124
C -4.464 5.382 -2.870
F -4.366 5.860 -4.268
C -2.474 3.157 -0.651
C -2.956 2.214 -1.912
C -3.932 0.859 -1.284
C -4.112 -0.455 -2.405
O -3.165 -0.483 -1.061
O -2.866 2.326 0.505
N -3.825 2.774 1.274
O -4.163 1.847 2.000
H 2.318 2.190 -0.040
H 3.298 0.731 0.683
H 3.172 0.937 -1.186
H 1.372 -0.737 -0.984
H 1.965 -1.493 1.012
H -0.977 0.070 0.234
H -0.446 0.652 -1.469
H -0.255 4.839 -2.114
H 1.192 3.941 -1.370
H -1.356 4.041 1.666
H 1.856 6.134 1.395
H 0.316 2.854 2.740
H -0.690 6.324 -0.597
H -3.403 6.584 -0.015
H -3.141 5.301 1.327
H -4.199 4.367 -0.735
H -2.279 4.700 -2.897
H -2.578 6.325 -2.006
H -5.002 6.254 -2.257
H -5.145 4.425 -2.731
H -3.771 2.663 -2.611
H -2.134 1.590 -2.436
H -4.918 1.141 -0.562
H -3.127 -0.649 -3.042
H -4.644 -1.429 -1.964
C -0.176 -4.107 -1.881
C 1.094 -3.559 -2.497
O 1.847 -2.860 -1.517
H -0.782 -3.296 -1.463
H -0.770 -4.645 -2.625
H 0.056 -4.789 -1.056
H 0.857 -2.862 -3.306
H 1.712 -4.365 -2.906
H 2.060 -3.490 -0.807
C -2.079 1.141 6.067
C -2.351 2.574 5.658
O -2.574 2.646 4.258
H -1.206 0.749 5.536
H -1.900 1.070 7.143
H -2.926 0.497 5.806
H -1.494 3.210 5.900
H -3.231 2.970 6.175
H -3.342 2.085 4.055
C -6.935 -4.084 -4.305
C -6.020 -3.720 -3.153
O -6.123 -2.332 -2.872
H -6.674 -3.508 -5.199
H -6.864 -5.150 -4.537
H -7.975 -3.844 -4.063
H -4.979 -3.941 -3.407
H -6.283 -4.282 -2.251
H -7.050 -2.148 -2.640
C 0.584 -2.739 7.999
C -0.349 -1.818 7.241
O 0.058 -0.468 7.412
H 0.588 -2.490 9.066
H 0.282 -3.784 7.881
H 1.613 -2.628 7.643
H -1.372 -1.916 7.615
H -0.348 -2.052 6.172
H 0.965 -0.389 7.069
C -0.907 6.096 4.992
C 0.363 6.644 4.376
O 1.116 7.343 5.356
H -1.513 6.907 5.410
H -1.501 5.558 4.248
H -0.674 5.414 5.817
H 0.126 7.342 3.566
H 0.981 5.838 3.967
H 1.329 6.713 6.066
C 3.190 -5.058 3.484
C 2.919 -3.625 3.075
O 2.695 -3.554 1.675
H 4.063 -5.451 2.953
H 3.369 -5.130 4.560
H 2.343 -5.702 3.223
H 3.776 -2.989 3.317
H 2.039 -3.230 3.592
H 1.927 -4.115 1.472
C 6.907 -1.553 1.272
C 6.084 -0.296 1.465
O 4.768 -0.498 0.973
H 6.949 -1.827 0.213
H 7.926 -1.413 1.642
H 6.453 -2.398 1.801
H 6.529 0.540 0.917
H 6.026 -0.023 2.523
H 4.378 -1.236 1.471
C 10.227 -3.831 2.722
C 9.323 -4.163 3.891
O 7.964 -4.134 3.478
H 9.987 -2.841 2.320
H 11.277 -3.844 3.026
H 10.085 -4.548 1.907
H 9.451 -3.431 4.694
H 9.547 -5.157 4.291
H 7.859 -4.793 2.770
C -0.692 -3.096 -7.284
C 0.004 -2.898 -5.953
O 1.218 -3.634 -5.926
H -0.903 -4.157 -7.454
H -1.632 -2.539 -7.319
H -0.053 -2.762 -8.109
H -0.629 -3.253 -5.134
H 0.230 -1.841 -5.782
H 1.776 -3.305 -6.652
C -5.088 2.564 8.566
C -5.934 1.548 7.828
O -7.304 1.725 8.160
H -5.219 2.461 9.648
H -4.028 2.438 8.325
H -5.390 3.584 8.305
H -5.644 0.532 8.109
H -5.819 1.653 6.745
H -7.554 2.628 7.898
C -2.809 7.967 -7.153
C -3.006 9.289 -6.440
O -4.198 9.252 -5.670
H -3.661 7.752 -7.807
H -1.897 7.980 -7.755
H -2.745 7.144 -6.433
H -3.091 10.105 -7.164
H -2.164 9.504 -5.775
H -4.108 8.530 -5.025
C 3.735 -6.450 -6.964
C 4.649 -6.086 -5.813
O 4.546 -4.698 -5.531
H 3.995 -5.874 -7.859
H 3.805 -7.516 -7.197
H 2.694 -6.210 -6.723
H 5.690 -6.307 -6.066
H 4.387 -6.648 -4.911
H 3.620 -4.514 -5.299
C 12.632 -1.608 -1.360
C 11.601 -1.967 -0.310
O 12.190 -2.787 0.688
H 13.041 -2.512 -1.823
H 12.193 -0.980 -2.140
H 13.474 -1.073 -0.909
H 10.772 -2.520 -0.762
H 11.197 -1.069 0.166
H 12.920 -2.284 1.088
C -10.365 -7.257 -4.692
C -9.451 -6.893 -3.541
O -9.554 -5.505 -3.259
H -10.105 -6.681 -5.587
H -10.295 -8.323 -4.925
H -11.406 -7.017 -4.451
H -8.410 -7.114 -3.794
H -9.713 -7.455 -2.639
H -10.480 -5.321 -3.027
```

Properties
**Kohn-Sham gap**: 7.633 eV
**LUMO**: -3.5 eV
**Maximum force**: 9.33 eV/Å
**Spin multiplicity**: 1
**Charge**: +1
**Electronic energy**: -108570.778 eV